No. 1
Formula: C3H6N3
Source: the Open Molecules 2025 dataset
Level of theory: ωB97M-V/def2-TZVPD

Positions of all 12 atoms, in Å:
C -1.848 -0.334 -0.007
N -0.410 -0.243 -0.028
C 0.265 0.906 -0.030
N 1.596 0.646 -0.003
C 1.891 -0.617 0.013
N 0.260 -1.324 -0.008
H -2.192 -0.373 1.027
H -2.300 0.528 -0.492
H -2.150 -1.258 -0.501
H -0.169 1.887 -0.051
H 2.286 1.399 0.026
H 2.771 -1.218 0.053

HOMO energy (eV): -14.39
SMILES string: C[n+]1c[nH]cn1
Net charge: +1
Lowest unoccupied orbital energy (eV): -4.332
HOMO-LUMO gap (eV): 10.06


No. 2
Formula: C3H6N3O
Source: the Open Molecules 2025 dataset
Level of theory: ωB97M-V/def2-TZVPD

Positions of all 13 atoms, in Å:
C -0.775 0.767 0.757
C -0.963 0.045 -0.329
C 0.515 0.838 1.444
N -0.079 -0.791 -0.798
N 1.381 -0.278 1.194
N -0.293 -1.130 -2.233
O 2.557 -0.026 0.760
H -1.738 1.144 1.174
H -1.895 0.330 -0.809
H 1.145 1.908 1.252
H 0.435 0.773 2.528
H -0.910 -2.061 -2.325
H 0.621 -1.518 -2.613

HOMO energy (eV): -1.82
Net charge: -1
Lowest unoccupied orbital energy (eV): 4.484
HOMO-LUMO gap (eV): 6.30


No. 3
Formula: C3H6N3O
Source: the Open Molecules 2025 dataset
Level of theory: ωB97M-V/def2-TZVPD

Positions of all 13 atoms, in Å:
C -0.932 -1.169 0.028
N 0.379 -1.247 0.030
C 1.327 -0.110 0.056
C 0.541 1.225 0.167
N 2.758 0.038 0.078
N 3.798 -0.342 -0.384
O 4.942 -0.518 -0.146
H -1.295 -0.150 -0.045
H -1.533 -2.156 -0.103
H 0.866 -2.145 -0.131
H 1.242 1.945 0.272
H 0.204 1.323 -0.822
H -0.182 1.188 0.950

HOMO energy (alpha / beta) (eV): -13.07 / -13.49
SMILES string: C=[NH+]/C(C)=N\N=O
Net charge: +1
Lowest unoccupied orbital energy (alpha / beta) (eV): -5.834 / -5.963
HOMO-LUMO gap (alpha / beta) (eV): 7.24 / 7.53


No. 4
Formula: C3H6N3O
Source: the Open Molecules 2025 dataset
Level of theory: ωB97M-V/def2-TZVPD

Positions of all 13 atoms, in Å:
C -2.213 0.800 0.032
C -1.747 -1.260 -0.208
C 2.296 -0.396 -0.078
N -0.888 0.682 -0.017
N -0.590 -0.641 -0.180
N 2.126 0.829 0.117
O -2.810 -0.403 -0.105
H -2.768 1.614 0.355
H 1.310 -0.875 -0.081
H 3.282 -0.779 0.016
H 1.061 1.172 0.249
H 2.828 1.568 0.299
H -1.887 -2.310 -0.399

HOMO energy (eV): -14.69
Net charge: +1
Lowest unoccupied orbital energy (eV): -4.531
HOMO-LUMO gap (eV): 10.16


No. 5
Formula: C3H6N3O
Source: the Open Molecules 2025 dataset
Level of theory: ωB97M-V/def2-TZVPD

Positions of all 13 atoms, in Å:
C -0.816 1.440 0.147
C -0.811 -0.951 0.162
C 1.210 0.229 -0.425
N 0.345 1.521 -0.337
N -1.496 0.193 0.331
N 0.404 -0.966 -0.320
O 2.018 0.119 0.655
H -1.484 2.458 0.343
H -1.445 -1.754 0.327
H 1.724 0.273 -1.404
H -2.422 0.266 0.735
H 0.808 -1.897 -0.635
H 2.116 1.000 1.073

HOMO energy (alpha / beta) (eV): -10.95 / -15.71
Net charge: +1
Lowest unoccupied orbital energy (alpha / beta) (eV): -3.423 / -9.057
Expectation value of S²: 2.012
2S+1: 3
HOMO-LUMO gap (alpha / beta) (eV): 7.53 / 6.65


No. 6
Formula: C3H6N3O2S
Source: the Open Molecules 2025 dataset
Level of theory: ωB97M-V/def2-TZVPD

Positions of all 15 atoms, in Å:
H -1.898 -2.057 -1.177
N -1.117 -2.317 -0.642
C -0.657 -1.351 -0.027
C 0.698 -1.277 0.696
N 1.219 0.100 0.475
C 0.461 1.012 -0.057
N 0.728 2.185 -0.493
S -1.309 0.371 0.202
O -1.611 0.679 1.576
O -2.053 0.936 -0.871
H 0.484 -1.658 1.730
H 1.305 -1.903 0.071
H 2.192 0.151 0.326
H 1.660 2.642 -0.758
H -0.104 2.488 -1.051

HOMO energy (eV): -14.85
SMILES string: [H]/N=C1/CNC(=[NH2+])S1(=O)=O
Net charge: +1
Lowest unoccupied orbital energy (eV): -4.674
HOMO-LUMO gap (eV): 10.17


No. 7
Formula: C3H6N4
Source: the Open Molecules 2025 dataset
Level of theory: ωB97M-V/def2-TZVPD

Positions of all 13 atoms, in Å:
C -1.909 0.007 0.358
N -1.013 -0.549 -0.680
N 0.299 -0.356 -0.357
C 0.982 0.846 -0.305
C 2.201 0.486 -0.012
N 2.272 -0.890 0.190
N 1.067 -1.378 -0.032
H -2.013 1.125 0.343
H -2.993 -0.240 0.225
H -1.485 -0.307 1.334
H -1.139 -1.547 -0.635
H 0.567 1.850 -0.391
H 3.163 0.951 -0.038

HOMO energy (eV): -9.30
SMILES string: CNn1ccnn1
Lowest unoccupied orbital energy (eV): 0.886
HOMO-LUMO gap (eV): 10.19


No. 8
Formula: C3H6N4
Source: the Open Molecules 2025 dataset
Level of theory: ωB97M-V/def2-TZVPD

Positions of all 13 atoms, in Å:
C 1.007 -0.795 0.262
C 1.698 -2.109 0.298
C -1.646 2.245 -0.302
N -0.475 -1.083 -0.176
N 1.299 0.354 0.463
N -1.136 -0.102 -0.296
N -0.876 1.073 -0.131
H 2.520 -2.050 1.010
H 1.006 -2.897 0.584
H 2.104 -2.328 -0.689
H -1.788 2.477 -1.362
H -2.624 2.151 0.179
H -1.092 3.063 0.161

HOMO energy (eV): -9.46
Lowest unoccupied orbital energy (eV): -0.620
HOMO-LUMO gap (eV): 8.84


No. 9
Formula: C3H6N4
Source: the Open Molecules 2025 dataset
Level of theory: ωB97M-V/def2-TZVPD

Positions of all 13 atoms, in Å:
N 1.655 0.798 0.161
C 0.404 0.304 0.497
N -0.087 0.200 1.664
C -1.419 -0.308 1.402
C -1.570 -0.453 0.024
N -0.361 -0.065 -0.477
N 0.129 -0.155 -1.828
H 2.300 0.021 0.036
H 2.019 1.263 0.909
H -2.074 -0.490 2.312
H -2.500 -0.511 -0.675
H 0.946 0.573 -1.921
H 0.556 -1.177 -2.104

HOMO energy (eV): -8.48
SMILES string: Nc1nccn1N
Lowest unoccupied orbital energy (eV): 0.733
HOMO-LUMO gap (eV): 9.21


No. 10
Formula: C3H6N4
Source: the Open Molecules 2025 dataset
Level of theory: ωB97M-V/def2-TZVPD

Positions of all 13 atoms, in Å:
C 0.680 -0.469 0.029
C -0.869 0.252 -0.191
N 0.567 -1.871 0.004
C -0.706 1.508 0.432
N 1.730 0.204 -0.403
N -1.860 -0.464 -0.503
N -0.383 2.662 0.244
H -0.380 -2.207 -0.108
H 1.201 -2.326 -0.636
H 2.447 -0.419 -0.774
H -2.768 -0.088 -0.242
H -0.089 3.259 1.016
H 0.430 -0.041 1.133

HOMO energy (alpha / beta) (eV): -8.45 / -7.80
Lowest unoccupied orbital energy (alpha / beta) (eV): -0.571 / -0.661
HOMO-LUMO gap (alpha / beta) (eV): 7.88 / 7.14


No. 11
Formula: C3H6N4
Source: the Open Molecules 2025 dataset
Level of theory: ωB97M-V/def2-TZVPD

Positions of all 13 atoms, in Å:
C 0.407 0.463 -2.226
C -0.161 -0.251 -0.924
N -1.330 0.130 -0.460
N -1.311 -0.143 0.852
C -0.023 -0.507 1.181
N 0.565 -0.655 2.434
N 0.704 -0.578 0.020
H 1.118 1.188 -1.933
H 0.695 -0.366 -3.103
H -0.348 0.889 -2.841
H -2.030 0.258 1.552
H 0.118 -0.066 3.192
H 1.596 -0.362 2.256

HOMO energy (eV): -8.63
SMILES string: Cc1n[nH]c(N)n1
Lowest unoccupied orbital energy (eV): 0.586
HOMO-LUMO gap (eV): 9.22


No. 12
Formula: C3H6N4
Source: the Open Molecules 2025 dataset
Level of theory: ωB97M-V/def2-TZVPD

Positions of all 13 atoms, in Å:
N 2.205 -0.854 0.010
N 1.700 0.501 0.162
C 0.374 0.355 0.131
N -0.310 -0.805 0.004
C -1.600 -0.449 -0.333
C -1.763 0.848 -0.202
N -0.588 1.427 0.163
H 3.181 -0.786 -0.071
H 2.109 -1.246 0.906
H 0.284 -1.588 -0.245
H -2.377 -1.224 -0.572
H -2.704 1.393 -0.212
H -0.511 2.428 0.260

HOMO energy (eV): -7.14
SMILES string: NN=c1[nH]cc[nH]1
Lowest unoccupied orbital energy (eV): 1.029
HOMO-LUMO gap (eV): 8.17


No. 13
Formula: C3H6N4
Source: the Open Molecules 2025 dataset
Level of theory: ωB97M-V/def2-TZVPD

Positions of all 13 atoms, in Å:
H -2.207 1.365 -0.277
N -1.342 1.835 -0.171
C -0.306 1.036 -0.096
C 1.128 1.282 0.137
C 1.734 0.050 0.032
N 0.829 -0.960 -0.203
N -0.527 -0.398 -0.375
N -1.564 -1.021 0.286
H 1.527 2.215 0.427
H 2.730 -0.456 0.182
H 0.934 -1.743 -0.901
H -1.804 -1.905 -0.254
H -1.131 -1.300 1.214

HOMO energy (eV): -8.03
SMILES string: [H]/N=c1/cc[nH]n1N
Lowest unoccupied orbital energy (eV): 0.767
HOMO-LUMO gap (eV): 8.79


No. 14
Formula: C3H6N4
Source: the Open Molecules 2025 dataset
Level of theory: ωB97M-V/def2-TZVPD

Positions of all 13 atoms, in Å:
C 1.505 -0.984 -0.037
C 0.234 -0.284 0.169
N 0.045 1.024 -0.272
C -1.189 1.480 -0.550
N -2.027 0.995 0.367
N -1.933 0.089 1.146
N -0.754 -0.886 0.788
H 1.737 -0.543 -1.000
H 1.535 -2.049 -0.016
H 2.327 -0.602 0.478
H 0.878 1.500 -0.643
H -1.542 2.113 -1.271
H -0.816 -1.852 0.842

HOMO energy (eV): -21.80
SMILES string: Cc1[nH+]cnn[nH+]1
Net charge: +2
Lowest unoccupied orbital energy (eV): -12.965
HOMO-LUMO gap (eV): 8.84


No. 15
Formula: C3H6N4O
Source: the Open Molecules 2025 dataset
Level of theory: ωB97M-V/def2-TZVPD

Positions of all 14 atoms, in Å:
H 1.517 0.656 0.228
N 1.527 0.926 1.305
C 0.233 0.765 1.579
N -0.885 0.414 0.706
N -0.521 -0.033 -0.474
C -0.221 0.992 -1.515
O 0.367 0.542 -2.471
C -0.171 -1.400 -0.793
N 0.099 -2.318 0.040
H 0.495 -1.960 1.020
H 0.058 1.127 2.554
H -1.624 -0.196 1.114
H -0.582 1.997 -1.463
H -0.290 -1.512 -1.832

HOMO energy (eV): -9.77
SMILES string: [H]/N=C\NN(C=O)/C=N\[H]
Lowest unoccupied orbital energy (eV): 0.518
HOMO-LUMO gap (eV): 10.29


No. 16
Formula: C3H6N4O
Source: the Open Molecules 2025 dataset
Level of theory: ωB97M-V/def2-TZVPD

Positions of all 14 atoms, in Å:
N 1.835 0.456 2.344
N 1.680 0.860 1.020
C 2.380 1.112 0.081
O 2.823 1.357 -0.966
H 2.447 1.095 2.845
H 0.912 0.504 2.769
C -2.037 -1.103 0.667
C -1.557 -0.518 -2.332
N -2.629 -0.996 -1.920
N -0.956 -0.688 0.814
H -0.033 -0.360 0.570
H -2.724 -1.167 -0.807
H -1.445 -0.307 -3.393
H -0.695 -0.244 -1.693

HOMO energy (eV): -9.17
Lowest unoccupied orbital energy (eV): 0.070
HOMO-LUMO gap (eV): 9.24


No. 17
Formula: C3H6N4O
Source: the Open Molecules 2025 dataset
Level of theory: ωB97M-V/def2-TZVPD

Positions of all 14 atoms, in Å:
C -0.395 -0.946 -1.874
C -0.396 0.080 -0.791
N -0.829 1.333 -1.010
N -0.833 1.973 0.178
O -0.105 1.232 1.146
C 0.089 -0.086 0.599
N 0.921 -0.894 1.235
N 1.286 -2.145 0.637
H -0.337 -0.509 -2.875
H -1.228 -1.738 -1.747
H 0.594 -1.556 -1.861
H -0.484 3.006 0.176
H 2.045 -2.497 1.272
H 0.642 -2.719 0.984

HOMO energy (eV): -8.23
SMILES string: Cc1n[nH]o/c1=N/N
Lowest unoccupied orbital energy (eV): 0.397
HOMO-LUMO gap (eV): 8.63


No. 18
Formula: C3H6N4S
Source: the Open Molecules 2025 dataset
Level of theory: ωB97M-V/def2-TZVPD

Positions of all 14 atoms, in Å:
H -0.895 -0.548 1.452
N -0.734 0.376 1.050
C -0.035 0.336 0.003
N 0.502 -0.781 -0.664
C 0.387 -2.096 -0.360
S -0.385 -2.831 0.881
N 0.331 1.509 -0.654
C -0.044 2.779 -0.230
N 0.327 3.783 -0.893
H -0.029 4.636 -0.437
H 1.040 -0.587 -1.498
H 0.961 -2.723 -1.135
H 0.889 1.479 -1.512
H -0.642 2.730 0.682

HOMO energy (eV): -8.94
SMILES string: [H]/N=C(\NC=S)N/C=N/[H]
Lowest unoccupied orbital energy (eV): -0.015
HOMO-LUMO gap (eV): 8.93


No. 19
Formula: C3H6N4S
Source: the Open Molecules 2025 dataset
Level of theory: ωB97M-V/def2-TZVPD

Positions of all 14 atoms, in Å:
H -0.090 1.888 0.342
N 0.695 1.832 0.982
C 0.962 0.755 1.415
N 0.489 -0.563 0.749
C -0.931 -0.810 0.460
N -1.772 -0.336 -0.425
C -1.028 0.650 -1.196
N 0.072 0.415 -1.772
S 1.175 -0.809 -1.981
H 1.797 0.742 2.271
H 0.877 -1.104 1.378
H -1.146 -2.017 0.810
H -1.665 1.479 -1.341
H 0.567 -2.121 -1.691

HOMO energy (eV): -8.76
SMILES string: [H]/N=C\N/C=N\C=N/S
Lowest unoccupied orbital energy (eV): 0.331
HOMO-LUMO gap (eV): 9.09


What are the energy relative to the best compared isomer or geometry (same formula, charge and spin) values for these records? In order: 233.76; 188.04; 604.12; 126.65; 65.93; 144.00; 271.65; 440.93; 211.00; 524.54; 148.70; 183.20; 303.69; 428.07; 342.71; 455.68; 500.96; 67.31; 495.69 kJ/mol.